Molecular formula: C45H80F3N9O17S3
Method: DFT, ωB97M-V/def2-TZVPD

The total charge is -4. Its total energy is -5028.39585 a.u. The energy above the lowest of the compared OMol25 structures with the same formula, charge and spin comes out at 0.0 kcal/mol.

Positions of all 157 atoms, in Å:
C1 5.2387 -2.5329 6.8473
O1 5.0583 -1.0777 6.8068
C2 6.1097 -0.3548 7.4182
C3 6.1200 1.0840 6.9456
N1 5.7037 1.2691 5.4751
H1 6.0825 2.1707 5.2015
H2 6.0492 0.5647 4.8306
C4 4.1780 1.2768 5.1698
C5 3.9400 1.7830 3.7254
O2 4.7100 2.8844 3.3645
C6 4.2242 4.1064 3.8665
H3 5.9062 -2.7723 6.0198
H4 4.4020 -3.2304 6.8292
H5 5.6788 -2.8199 7.8059
H6 7.0442 -0.7932 7.0543
H7 6.0040 -0.4883 8.4957
H8 7.0054 1.7026 7.0753
H9 5.2980 1.5864 7.4582
H10 3.6663 1.9268 5.8786
H11 3.7570 0.2754 5.2285
H12 2.8613 1.9548 3.6952
H13 4.1566 0.9950 3.0028
H14 4.3390 4.1701 4.9561
H15 3.1948 4.2010 3.5164
H16 4.7394 4.9922 3.4987
C7 0.0331 -1.1830 1.4790
O3 1.0672 -0.8355 0.5660
C8 1.6574 0.4403 0.8387
C9 2.2416 1.0692 -0.4753
N2 1.1319 1.3598 -1.4961
H17 1.5395 1.7969 -2.3439
H18 0.6920 0.5126 -1.8501
C10 0.0601 2.2871 -1.0273
C11 -1.3002 1.6412 -0.6285
O4 -1.6242 0.6582 -1.6127
C12 -2.7228 -0.1520 -1.2303
H19 -0.5144 -2.0614 1.1352
H20 -0.7834 -0.4548 1.4749
H21 0.4134 -1.3651 2.4828
H22 2.4825 0.3559 1.5499
H23 1.0580 1.2403 1.2823
H24 2.9000 0.3104 -0.8984
H25 2.8429 1.9747 -0.3972
H26 -0.1944 2.8940 -1.8959
H27 0.4592 3.0723 -0.3845
H28 -2.0527 2.4270 -0.5295
H29 -1.1884 1.2305 0.3780
H30 -3.6452 0.4288 -1.1452
H31 -2.5958 -0.7594 -0.3322
H32 -2.9166 -0.8296 -2.0626
S1 -0.0138 -3.9253 4.3494
O5 0.7141 -4.3942 5.5790
O6 0.7165 -4.0985 3.0887
O7 -1.2962 -4.6357 4.1633
O8 -0.2529 -2.4939 4.7053
S2 1.6607 3.3684 -4.5512
O9 2.5710 4.2960 -5.2128
O10 0.5030 4.0963 -4.0293
O11 1.3188 2.2755 -5.4768
O12 2.3714 2.7671 -3.4142
C13 5.8281 -0.4383 0.1119
C14 5.6376 0.7311 -0.8288
O13 5.7970 0.5573 -2.0487
O14 5.4791 1.8824 -0.3233
H33 5.2318 -1.3040 -0.1823
H34 5.4742 -0.0848 1.0830
H35 6.8567 -0.7895 0.2090
C15 3.3188 7.0998 0.9361
F1 2.2428 7.6334 0.3753
F2 4.3751 7.9304 0.7777
F3 3.0805 6.9364 2.2633
S3 3.6077 5.3097 0.2569
O15 3.8700 5.4015 -1.1637
O16 4.7563 4.8558 1.0542
O17 2.4227 4.5638 0.6396
C16 -3.2018 -3.7990 -1.6996
C17 -4.1973 -4.9620 -1.3062
N3 -4.9749 -5.5757 -2.3354
C18 -4.1065 -6.4750 -3.1102
C19 -4.8369 -7.5343 -3.9514
C20 -5.7031 -4.6172 -3.1483
C21 -6.6891 -3.7228 -2.3455
H36 -3.7236 -3.0979 -2.3546
H37 -2.3336 -4.1412 -2.2617
H38 -2.9232 -3.2021 -0.8328
H39 -3.5812 -5.6264 -0.6986
H40 -4.8473 -4.5073 -0.5553
H41 -3.3405 -5.9139 -3.6579
H42 -3.4213 -6.9772 -2.4253
H43 -5.5372 -7.9857 -3.2466
H44 -5.3016 -7.2614 -4.8965
H45 -4.0506 -8.2825 -4.0684
H46 -6.2626 -5.1564 -3.9142
H47 -4.9969 -3.9612 -3.6648
H48 -7.1735 -3.0236 -3.0284
H49 -6.2215 -3.0529 -1.6217
H50 -7.3811 -4.2976 -1.7289
N4 -1.3373 5.0826 -2.2512
C22 -2.6498 4.8609 -2.4660
C23 -3.3536 5.4730 -1.4175
C24 -2.2912 5.9999 -0.5668
C25 -1.1108 5.7925 -1.1430
H51 -0.6255 4.5884 -2.7970
H52 -3.0156 4.2968 -3.3083
H53 -4.4188 5.5160 -1.2514
H54 -2.4662 6.5170 0.3662
H55 -0.0965 5.9569 -0.8147
N5 0.5449 0.1238 4.7417
C26 1.5635 0.7318 5.4612
C27 1.3406 2.1021 5.4894
C28 0.2087 2.3015 4.6882
C29 -0.2746 1.0993 4.2542
H56 0.4151 -0.8790 4.5841
H57 2.4132 0.2030 5.8651
H58 1.8883 2.8816 5.9979
H59 -0.1857 3.2886 4.4941
H60 -1.1944 0.9846 3.7035
N6 1.4714 -0.1272 -4.2464
C30 0.2474 -0.7207 -3.9145
C31 0.4936 -1.8511 -3.2029
C32 1.9105 -2.0045 -2.9809
C33 2.4102 -0.8430 -3.5568
H61 1.6636 0.8007 -4.6285
H62 -0.6939 -0.3486 -4.2896
H63 -0.2982 -2.5271 -2.9116
H64 2.4102 -2.7407 -2.3726
H65 3.4024 -0.4135 -3.5970
N7 -1.3773 2.2498 -5.6593
C34 -2.0560 1.8431 -6.7699
C35 -3.3219 1.4583 -6.4450
C36 -3.4451 1.6243 -5.0593
C37 -2.2605 2.1992 -4.5928
H66 -0.3887 2.5047 -5.5707
H67 -1.5447 1.7711 -7.7184
H68 -4.0820 1.0349 -7.0847
H69 -4.2953 1.3461 -4.4545
H70 -1.8246 2.3951 -3.6269
N8 -0.4194 -5.2509 0.9638
C38 0.0629 -4.8845 -0.2627
C39 0.0147 -5.9494 -1.1712
C40 -0.7050 -6.9141 -0.4451
C41 -0.8554 -6.5558 0.8894
H71 -0.3626 -4.6452 1.7851
H72 0.4692 -3.8907 -0.3824
H73 0.2326 -6.1375 -2.2105
H74 -0.9986 -7.9109 -0.7502
H75 -1.1084 -7.0231 1.8281
N9 -6.9876 0.8413 -3.0280
C42 -6.3649 2.0232 -2.7017
C43 -6.0628 1.9791 -1.3471
C44 -6.4848 0.7290 -0.8830
C45 -7.0632 0.0596 -1.9439
H76 -7.4809 0.6618 -3.8864
H77 -6.0618 2.7696 -3.4188
H78 -5.5799 2.7567 -0.7760
H79 -6.4224 0.3603 0.1293
H80 -7.5705 -0.8910 -1.8884


Molecular formula: C45H87BClI2N11O13S2
Method: DFT, ωB97M-V/def2-TZVPD

The total charge is 0. Its total energy is -5224.00443 a.u.

Positions of all 162 atoms, in Å:
C1 1.4705 -7.4472 1.4876
C2 1.4407 -7.6525 -0.0938
C3 0.3983 -6.5727 -0.6774
C4 1.1080 -5.4723 -1.5638
C5 2.2197 -4.6273 -0.8194
C6 1.7434 -3.1410 -0.3932
N1 0.7281 -3.5313 0.6075
C7 -0.4592 -3.5106 0.3066
O1 -1.5486 -3.1263 0.1557
O2 1.3928 -2.6732 -1.6789
C8 0.4924 -1.8197 -2.2243
S1 -0.1556 -0.3060 -1.3795
Cl1 1.3168 -1.1146 -3.7646
C9 -0.8041 -2.4930 -2.9037
B1 -1.9902 -1.4208 -3.1730
O3 -1.8764 -0.4637 -4.2086
O4 -3.1296 -1.4861 -2.3213
C10 2.9051 -2.1772 0.1842
C11 3.5719 -1.2726 -1.0108
C12 4.5034 -1.9657 -2.0227
C13 4.8315 -1.0746 -3.3086
C14 4.5274 0.4541 -3.1899
C15 5.3756 1.2538 -2.1116
O5 2.1449 -1.0444 0.7525
C16 1.4046 -1.0055 1.9066
N2 1.6565 0.3935 2.4764
C17 2.0828 1.1271 1.5782
O6 2.3262 1.8699 0.7286
N3 1.6339 -2.0625 2.9777
C18 1.5881 -1.5835 4.1109
S2 2.1657 -0.9598 5.4898
N4 -0.0949 -1.0210 1.7863
C19 -0.8271 0.0582 2.4442
C20 -2.3784 -0.3696 2.3443
C21 -3.1976 0.9713 2.6105
C22 4.1151 -2.4800 1.1059
I1 4.6893 -0.9721 2.6606
C23 5.1305 -3.4020 1.1692
C24 6.2914 -3.4803 2.2378
I2 5.4156 -4.8896 -0.3010
H1 2.5413 -7.4285 1.8165
H2 0.9816 -6.4849 1.8000
H3 0.9589 -8.3169 1.9705
H4 2.4491 -7.3509 -0.4838
H5 1.1398 -8.6816 -0.4042
H6 -0.3021 -6.1771 0.0979
H7 -0.2488 -7.1671 -1.3944
H8 1.5909 -6.0492 -2.4085
H9 0.2999 -4.8695 -2.0503
H10 2.9487 -4.4498 -1.6402
H11 2.5553 -5.2207 0.0547
H12 0.5438 0.7969 -1.8088
H13 -0.4771 -2.9252 -3.8982
H14 -1.2210 -3.3484 -2.3203
H15 -1.7594 -0.9527 -5.0419
H16 -3.0214 -0.8276 -1.6105
H17 2.7982 -0.5665 -1.4242
H18 4.2250 -0.5779 -0.3967
H19 4.2169 -2.9655 -2.4291
H20 5.5075 -2.1236 -1.5244
H21 4.2416 -1.4692 -4.1869
H22 5.9137 -1.2301 -3.5983
H23 4.7816 0.9160 -4.1924
H24 3.4357 0.6728 -3.0434
H25 5.8597 0.5902 -1.3505
H26 4.6476 1.9227 -1.5628
H27 6.1189 1.9265 -2.6439
H28 -0.4528 -1.8738 2.2317
H29 -0.8051 1.0574 1.9299
H30 -0.6783 0.1491 3.5652
H31 -2.5956 -1.0708 3.2052
H32 -2.6045 -0.8252 1.3487
H33 -3.2853 1.5398 1.6425
H34 -4.1882 0.7891 3.1004
H35 -2.6022 1.6474 3.3096
H36 6.9050 -4.4164 2.1191
H37 7.0277 -2.6388 2.1237
H38 5.8830 -3.5515 3.2866
C25 -3.3495 5.8877 4.3139
C26 -2.7880 4.5186 4.5991
O7 -3.1706 3.5208 4.0025
N5 -1.8269 4.4131 5.5536
C27 -1.2463 5.4658 6.3631
H39 -4.1022 5.8126 3.5330
H40 -3.8200 6.2934 5.2113
H41 -2.5566 6.5532 3.9678
H42 -1.4993 3.4678 5.6897
H43 -0.1700 5.4892 6.1812
H44 -1.4235 5.2323 7.4145
H45 -1.6712 6.4391 6.1339
C28 2.2610 -1.4127 -8.6349
C29 2.4668 -0.5649 -7.4056
O8 3.0899 -0.9684 -6.4351
N6 1.9327 0.6858 -7.3986
C30 1.1679 1.3414 -8.4404
H46 2.7425 -2.3777 -8.4902
H47 1.1953 -1.5785 -8.8027
H48 2.7090 -0.9285 -9.5045
H49 2.1109 1.1928 -6.5436
H50 1.6913 2.2537 -8.7331
H51 0.1893 1.6079 -8.0365
H52 1.0368 0.7063 -9.3123
C31 6.8091 3.7629 -5.4837
C32 7.2756 4.0341 -4.0765
O9 6.5272 3.9375 -3.1150
N7 8.5746 4.3958 -3.8957
C33 9.6074 4.5630 -4.8983
H53 5.7565 3.4869 -5.4660
H54 6.9224 4.6592 -6.0963
H55 7.3771 2.9366 -5.9151
H56 8.8136 4.5605 -2.9292
H57 10.4274 3.8796 -4.6689
H58 9.9763 5.5893 -4.8486
H59 9.2403 4.3606 -5.9006
C34 1.8522 4.5036 -1.0541
C35 1.1959 5.8464 -1.2410
O10 0.7454 6.2074 -2.3177
N8 1.1137 6.6681 -0.1577
C36 1.5841 6.4229 1.1902
H60 1.8442 3.9634 -1.9990
H61 2.8890 4.6336 -0.7386
H62 1.3034 3.9178 -0.3157
H63 0.6631 7.5489 -0.3560
H64 0.7330 6.4870 1.8720
H65 2.3076 7.1979 1.4519
H66 2.0511 5.4466 1.2885
C37 -4.2641 -3.6957 2.3837
C38 -4.4725 -4.7589 3.4303
O11 -4.7116 -5.9218 3.1393
N9 -4.3864 -4.3864 4.7373
C39 -4.1146 -3.0684 5.2785
H67 -4.3620 -4.1378 1.3942
H68 -5.0181 -2.9129 2.4900
H69 -3.2630 -3.2711 2.4754
H70 -4.5360 -5.1483 5.3817
H71 -3.2140 -3.1251 5.8938
H72 -4.9555 -2.7706 5.9078
H73 -3.9708 -2.3270 4.4973
C40 -7.9299 3.3941 0.7234
C41 -7.5664 3.7220 2.1494
O12 -8.3493 3.5531 3.0748
N10 -6.3259 4.2156 2.3894
C42 -5.2661 4.4781 1.4384
H74 -8.9478 3.0100 0.6914
H75 -7.8789 4.2930 0.1067
H76 -7.2576 2.6285 0.3311
H77 -6.1539 4.4110 3.3648
H78 -4.3988 3.8805 1.7254
H79 -5.0080 5.5380 1.4958
H80 -5.5552 4.2311 0.4204
C43 -8.5877 0.4247 3.0072
C44 -7.7180 -0.5035 3.8171
O13 -6.5889 -0.1950 4.1730
N11 -8.2271 -1.7217 4.1517
C45 -9.5291 -2.2690 3.8286
H81 -8.0528 1.3486 2.8195
H82 -8.8321 -0.0366 2.0475
H83 -9.5001 0.6604 3.5572
H84 -7.5902 -2.2877 4.6924
H85 -10.0483 -2.5025 4.7604
H86 -9.3869 -3.1908 3.2609
H87 -10.1298 -1.5763 3.2459


Molecular formula: C45H94AlBr2ClF10I2N5O8P
Method: DFT, ωB97M-V/def2-TZVPD

The total charge is 0. Its total energy is -10432.68642 a.u. As for the spin multiplicity: 3.

Positions of all 169 atoms, in Å:
C1 5.6067 -3.0230 -1.8975
C2 6.3498 -1.9342 -2.6349
O1 7.4986 -1.7843 -2.5058
O2 5.5675 -1.2067 -3.4847
C3 5.7556 0.2065 -3.4621
C4 4.7400 1.0002 -2.5756
C5 4.0571 0.1934 -1.4742
C6 2.8293 0.8802 -0.8184
C7 1.8098 1.4878 -1.7823
C8 0.8801 0.4674 -2.5013
N1 -0.5584 0.7070 -2.3063
C9 -1.2192 -0.3390 -2.4987
I1 -3.3081 -0.5225 -2.3614
C10 -0.3326 -1.4994 -2.8462
C11 1.1432 -1.0307 -2.4763
I2 2.3082 -1.8376 -4.1256
H1 6.2816 -3.7262 -1.4363
H2 4.9886 -3.5442 -2.6270
H3 4.9109 -2.6052 -1.1726
H4 5.5896 0.5326 -4.4895
H5 6.7778 0.4984 -3.2370
H6 5.3157 1.7777 -2.0738
H7 4.0569 1.4987 -3.2611
H8 3.7952 -0.8164 -1.7645
H9 4.8002 0.0752 -0.6832
H10 3.2008 1.7113 -0.2018
H11 2.3679 0.1853 -0.1202
H12 1.1549 2.1154 -1.1678
H13 2.2323 2.1454 -2.5325
H14 1.0162 0.7295 -3.5640
H15 -0.9581 1.6018 -2.0516
H16 -0.3321 -1.6233 -3.9339
H17 -0.6542 -2.4304 -2.3842
H18 1.3176 -1.5807 -1.4075
Cl1 0.8181 -2.4036 -0.0262
C12 -6.4010 -4.2889 3.8456
C13 -5.7209 -2.8980 3.7976
C14 -6.6411 -1.8940 3.0951
C15 -6.6873 -2.0504 1.5769
C16 -5.2754 -2.0650 0.9969
C17 -4.3732 -3.1163 1.6500
N2 -4.3896 -3.0172 3.1336
O3 -3.6731 -2.0021 3.4756
C18 -4.8183 -4.5206 1.1966
C19 -2.9537 -2.9856 1.0901
C20 -5.5870 -2.4762 5.2576
H19 -5.6624 -5.0897 3.8868
H20 -7.0186 -4.3935 4.7371
H21 -7.0639 -4.4714 2.9993
H22 -6.3091 -0.8759 3.3241
H23 -7.6514 -1.9827 3.5008
H24 -7.2280 -2.9595 1.2983
H25 -7.2517 -1.2198 1.1443
H26 -5.3292 -2.2413 -0.0829
H27 -4.8363 -1.0682 1.1195
H28 -4.2490 -5.2946 1.7117
H29 -4.6463 -4.6427 0.1262
H30 -5.8768 -4.7184 1.3501
H31 -2.5340 -1.9908 1.2341
H32 -2.9479 -3.1747 0.0150
H33 -2.2809 -3.7071 1.5531
H34 -4.9210 -3.1459 5.8048
H35 -6.5600 -2.4991 5.7483
H36 -5.2116 -1.4602 5.3564
C21 2.5494 -2.7326 -10.3475
C22 2.7033 -3.5256 -9.0241
C23 3.3319 -4.9028 -9.3002
C24 2.3779 -5.8951 -9.9592
C25 1.0732 -6.0101 -9.1711
C26 0.3952 -4.6576 -8.9022
N3 1.3737 -3.6676 -8.3433
O4 1.5522 -3.9234 -7.2203
C27 -0.2373 -4.1183 -10.2021
C28 -0.8011 -4.8686 -7.9706
C29 3.6789 -2.6899 -8.1915
H37 3.4382 -2.1421 -10.5519
H38 2.4103 -3.3758 -11.2154
H39 1.7164 -2.0292 -10.3022
H40 3.6873 -5.3370 -8.3594
H41 4.2135 -4.7725 -9.9267
H42 2.1740 -5.6048 -10.9926
H43 2.8562 -6.8700 -10.0123
H44 0.3809 -6.6615 -9.7053
H45 1.2876 -6.5080 -8.2192
H46 -0.6312 -3.1103 -10.0583
H47 -1.0682 -4.7527 -10.5036
H48 0.4468 -4.0997 -11.0453
H49 -0.5235 -5.3607 -7.0393
H50 -1.5402 -5.5029 -8.4535
H51 -1.2814 -3.9186 -7.7256
H52 3.2584 -1.7063 -7.9683
H53 4.6026 -2.5435 -8.7444
H54 3.9512 -3.1694 -7.2529
Br1 -4.4755 1.3072 6.0722
C30 -2.6746 1.2957 6.8144
C31 -2.1984 -0.1092 7.0618
Br2 -3.0149 -0.8711 8.6608
H55 -2.6989 1.9042 7.7122
H56 -2.0516 1.7821 6.0674
H57 -1.1281 -0.1183 7.2556
H58 -2.4225 -0.7859 6.2423
C32 -0.7647 2.7937 10.3596
O5 -0.4994 1.4669 9.9127
H59 0.1366 3.3878 10.2274
H60 -1.5739 3.2365 9.7713
H61 -1.0397 2.7865 11.4184
H62 -1.3036 0.9528 10.0324
O6 4.5003 -7.2333 -11.6505
H63 5.3558 -7.0336 -11.2528
H64 4.5907 -8.1445 -11.9497
C33 3.4793 8.7142 9.5457
C34 2.2241 7.8166 9.6762
C35 1.4073 8.2401 10.9026
C36 2.0066 7.7922 12.2332
C37 2.3062 6.2964 12.2122
C38 3.1795 5.8822 11.0271
N4 2.6396 6.3845 9.7317
O7 1.6277 5.6575 9.4073
C39 4.6158 6.3955 11.2478
C40 3.3259 4.3611 11.0212
C41 1.3978 8.1182 8.4266
H65 4.2860 8.1943 9.0288
H66 3.2643 9.6079 8.9604
H67 3.8535 9.0683 10.5061
H68 0.3964 7.8262 10.8256
H69 1.2915 9.3266 10.9036
H70 2.9118 8.3628 12.4594
H71 1.3029 8.0116 13.0395
H72 2.7928 6.0083 13.1469
H73 1.3580 5.7490 12.1836
H74 5.2420 6.1877 10.3793
H75 5.0660 5.8956 12.1060
H76 4.6745 7.4598 11.4621
H77 2.3657 3.8496 10.9833
H78 3.8253 4.0298 11.9316
H79 3.9247 4.0288 10.1720
H80 1.9247 7.8150 7.5207
H81 1.2016 9.1884 8.3609
H82 0.4277 7.6237 8.4422
F1 7.6977 -6.7504 -5.0070
Al1 6.1124 -6.2191 -4.6709
F2 4.9956 -7.4542 -5.0860
F3 5.7690 -4.8158 -5.6006
F4 5.9628 -5.8505 -3.0131
C42 -5.7983 2.4873 -7.1244
C43 -5.7233 0.9761 -6.9585
C44 -6.8117 0.3893 -6.0585
O8 -6.5320 0.6690 -4.7019
C45 -7.1536 1.8500 -4.1727
N5 -4.4118 0.6364 -6.3043
H83 -5.5011 3.0189 -6.2197
H84 -5.1329 2.8187 -7.9239
H85 -6.8080 2.7943 -7.3877
H86 -5.7349 0.4981 -7.9379
H87 -6.7893 -0.7011 -6.1515
H88 -7.8088 0.7145 -6.3569
H89 -8.0725 2.1018 -4.7025
H90 -6.4582 2.6898 -4.2184
H91 -7.3873 1.6647 -3.1271
H92 -3.6188 1.1477 -6.6922
H93 -4.2124 -0.3648 -6.3556
H94 -4.4964 0.8551 -5.2984
F5 3.8410 5.4528 1.5002
P1 2.5414 4.4518 1.5959
F6 1.7205 3.8366 0.2856
F7 2.3258 5.0611 3.1064
F8 1.6540 5.7406 1.0863
F9 1.9332 3.1611 2.4133
F10 3.7561 3.4308 1.1351